--- one ---
C6H14O | wB97M-V/def2-TZVPD

Last column: Mulliken charge in e.
Geometry (Å):
1 C -0.3981 1.5489 2.0263  -0.990
2 C -1.6711 0.6966 1.5190  -0.774
3 C -1.3556 -0.8361 1.2475  -0.682
4 C -0.5297 -1.0882 -0.0248  -0.363
5 C -0.4255 -0.5470 -1.2882  0.097
6 C 0.6504 -0.8715 -2.1375  -1.016
7 H 0.1780 0.6972 2.4815  0.255
8 H -0.7920 2.1067 2.8191  0.343
9 H -0.0614 2.1079 1.2268  0.307
10 H -2.1452 1.1498 0.7505  0.489
11 H -2.3690 0.9381 2.3751  0.329
12 H -2.3436 -1.2868 1.0460  0.299
13 H -0.8453 -1.4020 2.0814  0.317
14 H 0.0437 -1.9591 0.0448  0.263
15 H -0.9610 0.3377 -1.5335  0.318
16 H 1.1761 -1.7662 -1.8861  0.375
17 H 1.3815 0.0309 -2.4256  -0.017
18 H 0.4319 -1.0684 -3.1426  0.388
19 H 3.7355 -0.2985 -1.6734  0.334
20 H 2.6138 0.8589 -1.7287  0.383
21 O 3.6865 0.6512 -1.7775  -0.655

- Spin multiplicity: 1
- Kohn-Sham gap: 9.8 eV
- HOMO level: -0.3309 hartree
- Total charge: 0
- SMILES string: C/C=C/CCC.O
- LUMO: 0.8 eV

---

--- two ---
C6H14O | wB97M-V/def2-TZVPD

Last column: Mulliken charge in e.
Geometry (Å):
1 C 0.3884 1.3329 -2.0525  -0.566
2 C 1.4424 0.2957 -1.9404  -0.204
3 C 0.9884 -1.0272 -2.4177  -0.932
4 C 0.5608 -0.7424 1.0522  -1.214
5 C -0.5964 0.1916 1.3641  0.611
6 C -1.4825 -0.3389 2.4852  -1.361
7 O -0.0162 1.4436 1.7097  -0.569
8 H 0.7875 2.2409 -2.5247  0.362
9 H 0.2089 1.6394 -1.0056  0.114
10 H -0.5747 1.0490 -2.5156  0.260
11 H 1.2591 -0.2682 0.3512  0.244
12 H 1.3790 -0.9987 -3.4543  0.398
13 H -0.0986 -1.2085 -2.4872  0.292
14 H 1.5022 -1.8671 -1.9390  0.295
15 H 1.1183 -0.9771 1.9657  0.372
16 H 0.1965 -1.6774 0.6122  0.340
17 H -1.2138 0.3119 0.4565  0.145
18 H -0.8888 -0.5014 3.3908  0.323
19 H -1.9506 -1.2875 2.2009  0.349
20 H -2.2875 0.3675 2.7244  0.396
21 H -0.7227 2.0219 2.0239  0.345

- Spin multiplicity: 1
- Kohn-Sham gap: 8.6 eV
- HOMO level: -0.2979 hartree
- Total charge: 0
- LUMO: 0.5 eV

---

Least stable = two

---

--- one ---
BH4NS | wB97M-V/def2-TZVPD

Last column: Mulliken charge in e.
Geometry (Å):
1 B -0.7341 -0.5217 0.1236  0.110
2 N 1.7205 0.8056 -0.7762  -0.496
3 S -2.2017 0.2644 -0.0113  -0.161
4 H -0.2514 -1.5587 0.6671  -0.003
5 H 2.4901 0.0941 -0.9607  0.204
6 H 1.9076 1.3266 0.1221  0.210
7 H -2.9310 -0.4102 0.8354  0.136

- Spin multiplicity: 1
- Kohn-Sham gap (alpha / beta): 10.3 / 7.3 eV
- HOMO level (alpha / beta): -0.3742 / -0.2777 hartree
- Total charge: 0
- LUMO (alpha / beta): 0.1 / -0.3 eV

---

--- two ---
BH4NS | wB97M-V/def2-TZVPD

Last column: Mulliken charge in e.
Geometry (Å):
1 B -0.0593 -0.1116 0.2023  -0.134
2 N 0.8533 0.8965 0.0833  -0.113
3 S -1.8068 -0.0842 0.1512  -0.219
4 H 0.3959 -2.0229 -0.3451  -0.133
5 H 1.6966 0.7453 -0.4435  0.234
6 H 0.7513 1.9005 0.2206  0.246
7 H -1.8310 -1.3235 0.1313  0.118

- Spin multiplicity: 1
- Kohn-Sham gap: 9.3 eV
- HOMO level: -0.3243 hartree
- Total charge: 0
- LUMO: 0.5 eV

---

Least stable = one

---

--- one ---
C3H4OS2 | wB97M-V/def2-TZVPD

Last column: Mulliken charge in e.
Geometry (Å):
1 C 0.9658 -0.8823 -0.8711  -0.636
2 C 0.3182 -0.0946 -0.0460  0.640
3 C -0.3263 0.7312 0.7825  -1.166
4 O -2.2760 -1.5574 -0.0305  -0.388
5 S -3.8606 0.7355 -0.4757  -0.161
6 S -2.7970 -0.3862 0.6502  0.509
7 H 2.1117 -0.7983 -0.8633  0.216
8 H -0.6878 1.7071 0.3720  0.318
9 H -0.3149 0.7106 1.8285  0.378
10 H 0.4606 -1.6278 -1.4978  0.290

- Spin multiplicity: 1
- Kohn-Sham gap: 7.9 eV
- HOMO level: -0.3531 hartree
- Total charge: 0
- LUMO: -1.7 eV

---

--- two ---
C3H4OS2 | wB97M-V/def2-TZVPD

Last column: Mulliken charge in e.
Geometry (Å):
1 C -0.3034 -0.1210 -0.9673  -0.570
2 C 0.0423 -0.1709 0.5134  0.670
3 C 1.3618 0.3453 1.0676  -0.307
4 H -2.4323 -0.5088 -0.1291  0.148
5 H 0.5564 -0.6283 -1.5470  0.341
6 H -0.2963 0.9903 -1.2817  0.310
7 H 1.2819 0.4068 2.1843  0.324
8 O -0.8484 -0.2924 1.3595  -0.532
9 S -1.9382 -0.8627 -1.3141  -0.212
10 S 2.5760 0.8416 0.1144  -0.171

- Spin multiplicity: 1
- Kohn-Sham gap: 7.6 eV
- HOMO level: -0.3427 hartree
- Total charge: 0
- SMILES string: O=C(C=S)CS
- LUMO: -1.7 eV

---

Least stable = one

---

--- one ---
C11H13NO2 | wB97M-V/def2-TZVPD

Last column: Mulliken charge in e.
Geometry (Å):
1 C -0.7818 -3.2477 0.2548  -0.419
2 C -1.1433 -2.4348 1.3459  -0.718
3 C -0.6122 -2.6280 -0.9787  -0.748
4 C -1.1765 -1.0695 1.2226  -0.098
5 C -0.8739 -1.2900 -1.1354  0.040
6 C -1.0455 -0.4853 -0.0460  0.631
7 C 0.0936 1.8991 0.2845  -1.029
8 C -1.1743 1.0073 -0.0894  -0.062
9 C 1.4620 1.2143 0.0602  0.464
10 C -2.2838 1.6678 -0.4475  -1.098
11 C 2.1596 0.8335 1.2900  -1.386
12 N 2.0053 1.1052 -1.0455  0.990
13 O 1.2019 1.4773 -2.1633  -0.509
14 O 3.1586 0.7245 -1.3510  -0.793
15 H -0.5316 -4.2479 0.3661  0.470
16 H -1.0033 -2.8804 2.2987  0.342
17 H -0.4569 -3.2613 -1.7829  0.456
18 H -1.5255 -0.2753 1.9504  0.311
19 H -0.7643 -0.7678 -2.0620  0.442
20 H 0.0085 2.9380 -0.1620  0.445
21 H 0.0272 2.0356 1.3810  0.332
22 H -3.2045 1.1418 -0.6772  0.300
23 H 1.7498 1.5053 -2.9697  0.365
24 H -2.3548 2.7582 -0.4726  0.317
25 H 1.4425 1.0615 2.1971  0.293
26 H 3.1052 1.4228 1.4259  0.363
27 H 2.5178 -0.2044 1.3061  0.301

- Spin multiplicity: 1
- Kohn-Sham gap: 9.6 eV
- HOMO level: -0.3239 hartree
- Total charge: 0
- SMILES string: C=C(C/C(C)=[N+](/[O-])O)c1ccccc1
- LUMO: 0.8 eV

---

--- two ---
C11H13NO2 | wB97M-V/def2-TZVPD

Last column: Mulliken charge in e.
Geometry (Å):
1 C 4.2958 0.6422 -0.1393  -0.651
2 C 4.1923 -0.5751 -0.7473  -0.455
3 C 3.2622 1.1423 0.6334  -0.649
4 C 2.9937 -1.2710 -0.7071  -0.666
5 C 2.0332 0.4152 0.7430  1.112
6 C 1.9435 -0.7786 0.0402  0.468
7 C 0.9256 1.0196 1.4167  -1.189
8 C -0.4751 -0.6252 0.4415  0.579
9 C -4.4380 0.7148 -0.6596  -1.484
10 C -3.0329 0.1537 -0.6525  -0.263
11 C -2.7465 -0.4954 0.6296  -0.476
12 N 0.6441 -1.2645 -0.0461  -0.091
13 O -0.3480 0.5244 1.0711  -0.150
14 O -1.5782 -1.2971 0.3855  -0.395
15 H 5.2441 1.0663 0.0769  0.335
16 H 4.8661 -1.1280 -1.4407  0.255
17 H 3.4004 2.1111 1.1611  0.299
18 H 3.0538 -2.1303 -1.2840  0.374
19 H 0.8778 2.0947 1.5320  0.193
20 H -5.2117 -0.0737 -0.5976  0.340
21 H -4.6433 1.3443 0.1153  0.440
22 H -4.6342 1.2427 -1.5444  0.401
23 H -2.2922 0.9654 -0.9070  0.292
24 H -2.8686 -0.5368 -1.4689  0.341
25 H -2.6169 0.2894 1.4710  0.347
26 H -3.4300 -1.2886 0.6837  0.436
27 H 0.5831 -2.2620 -0.2066  0.257

- Spin multiplicity: 1
- Kohn-Sham gap (alpha / beta): 5.9 / 5.9 eV
- HOMO level (alpha / beta): -0.1966 / -0.1965 hartree
- Total charge: 0
- LUMO (alpha / beta): 0.5 / 0.5 eV

---

Least stable = one

---

--- one ---
C4H10N2O2 | wB97M-V/def2-TZVPD

Last column: Mulliken charge in e.
Geometry (Å):
1 C -0.3670 -1.9160 1.5598  -0.915
2 C 0.8039 -1.7066 0.8866  0.676
3 O 1.5641 -0.5532 1.1687  -0.504
4 C 1.4435 -2.6884 -0.0524  -0.974
5 H -0.8521 -2.8961 1.4286  0.232
6 H -0.8055 -1.1875 2.2621  0.299
7 H 1.6089 -0.1346 0.3226  0.316
8 H 0.9388 -3.6577 -0.1383  0.329
9 H 1.4723 -2.2127 -1.0471  0.266
10 H 2.5098 -2.8569 0.2197  0.267
11 N -1.1003 2.3433 0.3135  -0.459
12 C -0.7548 1.7269 -0.9100  0.601
13 N -1.7532 0.8721 -1.3535  -0.500
14 O 0.2571 2.0081 -1.5563  -0.611
15 H -0.4615 3.1086 0.5062  0.247
16 H -2.0623 2.5302 0.5201  0.220
17 H -1.4547 0.1903 -2.0094  0.261
18 H -2.2424 0.4744 -0.5882  0.249

- Spin multiplicity: 1
- Kohn-Sham gap: 9.9 eV
- HOMO level: -0.3388 hartree
- Total charge: 0
- SMILES string: C=C(C)O.NC(N)=O
- LUMO: 0.7 eV

---

--- two ---
C4H10N2O2 | wB97M-V/def2-TZVPD

Last column: Mulliken charge in e.
Geometry (Å):
1 O 0.5308 0.1604 -2.4464  -0.520
2 C 0.5238 1.2157 -1.8573  -0.066
3 N 0.1738 1.3753 -0.5551  -0.147
4 C -0.2585 0.3468 0.4119  0.083
5 C -1.2747 -0.6197 -0.1489  -0.768
6 O -2.4732 0.0366 -0.5653  -0.554
7 C 1.0454 -0.3991 0.8665  -0.718
8 N 0.7810 -1.6399 1.5548  -0.498
9 H 0.8242 2.1912 -2.2800  0.378
10 H 0.0662 2.3081 -0.1917  0.231
11 H -0.6225 0.9134 1.2595  0.400
12 H -0.8652 -1.2235 -0.9621  0.307
13 H -1.5685 -1.2939 0.6422  0.440
14 H -2.2156 0.7505 -1.1580  0.328
15 H 1.6164 -0.6205 -0.0272  0.461
16 H 1.5565 0.3354 1.5041  0.246
17 H 1.5263 -2.3052 1.4063  0.199
18 H 0.6339 -1.5316 2.5469  0.198

- Spin multiplicity: 1
- Kohn-Sham gap: 10.0 eV
- HOMO level: -0.3415 hartree
- Total charge: 0
- SMILES string: NC[C@H](CO)NC=O
- LUMO: 0.7 eV

---

Least stable = two